## a
Below is 2 unconnected molecules or ions with the total composition C4H8NS, with properties calculated with ωB97M-V/def2-TZVPD.

CARTESIAN COORDINATES (ANGSTROEM)
C: 3.482 0.338 0.156
C: 3.133 0.126 -1.088
C: -3.600 0.256 0.437
C: -0.856 -0.106 0.181
N: 2.578 -0.805 -0.225
S: -2.231 0.210 -0.766
H: 3.945 0.823 1.017
H: 2.982 0.622 -2.021
H: -3.324 0.673 1.392
H: -4.109 -0.776 0.514
H: -4.379 0.904 -0.146
H: 0.166 0.040 -0.235
H: -0.873 -0.580 1.119
H: 3.085 -1.724 -0.336

Computed properties:
* net charge: +1
* gap between HOMO and LUMO (alpha / beta): 4.6006 / 4.5997 eV
* highest occupied orbital energy (alpha / beta): -11.26 / -11.26 eV

***

## b
Below is a molecular structure, C4H8NS, with properties calculated with ωB97M-V/def2-TZVPD.

CARTESIAN COORDINATES (ANGSTROEM)
C: -0.159 0.391 1.531
C: -0.267 1.713 1.612
C: -0.449 -0.669 0.529
C: -0.081 -0.310 -1.962
N: 0.511 -0.826 -0.596
S: 0.525 -0.697 2.736
H: -0.009 2.117 2.497
H: -0.521 2.335 0.764
H: -1.142 -1.428 0.570
H: -0.899 -1.070 -2.182
H: -0.579 0.691 -1.710
H: 0.732 -0.395 -2.652
H: 1.291 -0.125 -0.436
H: 1.047 -1.725 -0.700

Computed properties:
* net charge: +1
* gap between HOMO and LUMO (alpha / beta): 6.8558 / 6.7194 eV
* highest occupied orbital energy (alpha / beta): -12.79 / -12.74 eV

***

Stability, lowest: a

***

## a
Below is 11 unconnected molecules or ions with the total composition BF4H20O10, with properties calculated with ωB97M-V/def2-TZVPD.

CARTESIAN COORDINATES (ANGSTROEM)
B: -0.035 0.269 -0.248
F: 0.978 -0.665 -0.442
F: -0.950 -0.070 -1.189
F: -0.573 0.148 0.997
F: 0.436 1.569 -0.476
O: -3.722 -1.339 1.194
H: -2.969 -1.571 0.650
H: -4.007 -2.169 1.576
O: 2.349 -1.907 1.594
H: 1.796 -1.160 1.363
H: 1.783 -2.670 1.479
O: -1.596 -1.716 3.238
H: -2.553 -1.692 3.226
H: -1.340 -1.544 2.332
O: 0.713 4.528 0.002
H: -0.089 4.074 -0.258
H: 1.268 3.842 0.372
O: 2.786 0.528 -2.013
H: 1.907 0.453 -1.641
H: 2.858 -0.217 -2.609
O: -0.502 2.314 2.746
H: 0.261 2.175 2.185
H: -1.198 1.802 2.335
O: 4.448 -1.968 -0.565
H: 3.593 -1.959 -0.134
H: 4.252 -1.810 -1.489
O: -1.456 -2.750 -0.185
H: -0.980 -1.926 -0.285
H: -1.323 -3.206 -1.016
O: -1.928 2.774 -1.068
H: -1.333 2.031 -1.167
H: -2.450 2.562 -0.294
O: 0.052 0.739 -3.526
H: -0.284 0.563 -2.647
H: -0.192 -0.033 -4.036

Computed properties:
* net charge: -1
* gap between HOMO and LUMO: 10.2805 eV
* highest occupied orbital energy: -7.91 eV

***

## b
Below is 11 unconnected molecules or ions with the total composition BF4H20O10, with properties calculated with ωB97M-V/def2-TZVPD.

CARTESIAN COORDINATES (ANGSTROEM)
B: 35.378 -13.010 17.752
F: 35.923 -11.746 17.662
F: 34.411 -13.197 16.810
F: 36.433 -13.906 17.445
F: 34.900 -13.352 19.045
O: 40.078 -9.649 17.046
H: 39.175 -9.961 17.094
H: 40.322 -9.762 16.127
O: 33.137 -17.601 17.138
H: 32.212 -17.658 16.896
H: 33.212 -16.770 17.605
O: 31.950 -8.984 16.173
H: 32.817 -9.257 15.873
H: 31.433 -8.899 15.372
O: 38.200 -11.443 21.208
H: 37.511 -10.905 21.600
H: 37.842 -11.712 20.363
O: 33.318 -15.675 11.328
H: 33.476 -14.996 10.672
H: 33.514 -15.252 12.164
O: 36.236 -18.526 20.613
H: 36.192 -17.996 19.817
H: 35.358 -18.896 20.705
O: 32.600 -14.349 22.736
H: 32.686 -13.570 23.286
H: 33.043 -14.117 21.920
O: 40.050 -16.291 14.415
H: 39.977 -16.139 15.357
H: 39.462 -15.647 14.021
O: 33.506 -10.542 24.199
H: 33.591 -10.305 23.276
H: 33.323 -9.714 24.644
O: 33.921 -9.245 20.350
H: 34.375 -9.723 19.656
H: 33.064 -9.038 19.977

Computed properties:
* net charge: -1
* gap between HOMO and LUMO: 10.7238 eV
* highest occupied orbital energy: -8.30 eV

***

Stability, lowest: b

***

## a
Below is 2 unconnected molecules or ions with the total composition C3H6S2, with properties calculated with ωB97M-V/def2-TZVPD.

CARTESIAN COORDINATES (ANGSTROEM)
C: -0.219 -1.208 -1.329
C: -1.048 -1.751 -0.459
C: 0.202 1.403 0.695
S: 1.865 1.204 0.630
S: -0.433 2.501 1.741
H: 0.531 -1.789 -1.695
H: -0.346 -0.135 -1.539
H: -1.812 -1.253 0.131
H: -1.073 -2.707 0.020
H: 1.855 0.632 -0.663
H: 0.477 3.102 2.467

Computed properties:
* net charge: 0
* gap between HOMO and LUMO: 8.8793 eV
* highest occupied orbital energy: -8.88 eV

***

## b
Below is C3H6S2 in the gas phase, with properties calculated with ωB97M-V/def2-TZVPD.

CARTESIAN COORDINATES (ANGSTROEM)
C: -2.008 0.859 -0.007
S: -0.777 -0.514 -0.038
C: 0.788 -0.010 -0.039
C: 1.754 -1.125 -0.010
S: 1.229 1.706 -0.025
H: -1.626 1.672 0.703
H: -2.272 1.251 -1.074
H: -2.937 0.535 0.450
H: 2.166 -1.304 1.005
H: 1.153 -2.033 -0.222
H: 2.530 -1.036 -0.742

Computed properties:
* net charge: 0
* structure (SMILES): CSC(C)=S
* gap between HOMO and LUMO: 8.1791 eV
* highest occupied orbital energy: -8.34 eV

***

Stability, lowest: a

***

## a
Below is a molecular structure, C3H6S2, with properties calculated with ωB97M-V/def2-TZVPD.

CARTESIAN COORDINATES (ANGSTROEM)
C: -0.370 1.357 -0.790
C: 0.520 0.324 0.205
C: -0.026 -0.949 0.572
H: -0.161 2.689 -0.571
H: -0.101 1.118 -1.971
H: -1.407 1.293 -0.570
H: 1.518 -0.124 -0.334
H: 0.611 0.544 1.447
H: 0.152 -3.143 0.824
S: 0.789 -2.308 -0.154
S: -1.524 -0.800 1.342

Computed properties:
* net charge: 0
* gap between HOMO and LUMO: 8.0646 eV
* highest occupied orbital energy: -8.59 eV

***

## b
Below is a molecular structure, C3H6S2, with properties calculated with ωB97M-V/def2-TZVPD.

CARTESIAN COORDINATES (ANGSTROEM)
C: -0.352 0.215 -0.387
C: 0.619 1.150 0.219
C: 0.266 -1.064 0.152
H: -1.647 -0.468 1.251
H: -0.171 0.415 -1.394
H: 0.815 2.193 0.037
H: 0.524 1.004 1.411
H: 0.065 -1.148 1.275
H: 0.105 -1.983 -0.475
S: -2.173 0.018 -0.047
S: 1.992 -0.132 -0.078

Computed properties:
* net charge: 0
* gap between HOMO and LUMO: 9.5847 eV
* highest occupied orbital energy: -8.88 eV

***

Stability, lowest: a

***

## a
Below is a molecular structure, C4H15N3O, with properties calculated with ωB97M-V/def2-TZVPD.

CARTESIAN COORDINATES (ANGSTROEM)
C: -1.850 0.206 -0.864
N: -1.865 0.372 0.532
C: -0.552 -0.700 1.101
C: 0.290 0.521 1.711
N: 1.507 -0.179 2.131
C: -0.796 1.077 -1.691
N: 0.525 0.477 -1.816
H: -2.838 0.416 -1.146
H: -1.627 -0.821 -1.274
H: -1.703 -0.555 1.399
H: -0.266 -0.998 0.108
H: -0.374 -1.664 1.622
H: 0.531 1.266 0.827
H: -0.281 1.056 2.421
H: 2.046 0.261 2.864
H: 0.819 -1.827 -0.905
H: -0.601 1.869 -1.129
H: -1.199 1.456 -2.674
H: 1.260 0.028 -1.090
H: 0.847 0.282 -2.816
H: 2.119 -0.363 1.336
H: 1.559 -1.446 -0.379
O: 2.450 -0.735 -0.268

Computed properties:
* net charge: 0
* gap between HOMO and LUMO: 4.6951 eV
* highest occupied orbital energy: -8.12 eV

***

## b
Below is 2 unconnected molecules or ions with the total composition C4H15N3O, with properties calculated with ωB97M-V/def2-TZVPD.

CARTESIAN COORDINATES (ANGSTROEM)
N: 1.520 1.538 -0.944
C: 0.900 0.576 -1.887
C: 1.117 -0.871 -1.423
N: -0.016 -1.716 -1.811
H: 2.513 1.359 -0.862
H: 1.425 2.463 -1.340
H: -0.166 0.800 -1.881
H: 1.292 0.711 -2.897
H: 2.001 -1.234 -1.946
H: 1.248 -0.849 -0.336
H: 0.259 -2.688 -1.789
H: -0.711 -1.643 -1.068
N: -1.568 -1.366 1.538
C: -0.884 -0.219 2.132
C: -1.160 1.056 1.320
O: -0.088 1.976 1.409
H: -1.332 -2.218 2.013
H: -2.567 -1.288 1.695
H: 0.195 -0.369 2.151
H: -1.192 -0.065 3.175
H: -2.030 1.592 1.699
H: -1.358 0.750 0.288
H: 0.601 1.704 0.765

Computed properties:
* net charge: 0
* structure (SMILES): NCCN.NCCO
* gap between HOMO and LUMO: 10.3042 eV
* highest occupied orbital energy: -9.28 eV

***

Stability, lowest: a

***

## a
Below is C7H11N in the gas phase, with properties calculated with ωB97M-V/def2-TZVPD.

CARTESIAN COORDINATES (ANGSTROEM)
C: 3.822 0.021 0.012
C: 2.684 0.386 -0.110
C: 1.358 0.841 -0.256
C: 0.273 0.094 -0.026
C: 0.373 -1.334 0.416
C: -1.112 0.695 -0.162
C: -2.024 -0.161 -1.040
N: -1.764 0.907 1.127
H: 4.815 -0.299 0.117
H: 1.259 1.870 -0.582
H: -0.332 -1.548 1.218
H: 0.143 -1.999 -0.417
H: 1.380 -1.556 0.761
H: -1.018 1.687 -0.621
H: -2.984 0.335 -1.150
H: -1.579 -0.300 -2.023
H: -2.192 -1.135 -0.588
H: -1.925 0.020 1.593
H: -1.178 1.474 1.730

Computed properties:
* net charge: 0
* structure (SMILES): C#C/C=C(\C)[C@@H](C)N
* gap between HOMO and LUMO: 9.6816 eV
* highest occupied orbital energy: -8.73 eV

***

## b
Below is a molecular structure, C7H11N, with properties calculated with ωB97M-V/def2-TZVPD.

CARTESIAN COORDINATES (ANGSTROEM)
C: -1.451 1.126 -0.215
C: -1.938 -0.178 0.481
C: -0.912 -1.140 -0.157
C: 0.626 -1.251 -0.321
C: 1.776 -0.423 0.614
C: 1.618 0.995 -0.269
C: 0.057 0.706 -0.289
H: -1.273 2.016 0.303
H: -1.909 1.318 -1.154
H: -2.859 -0.712 0.180
H: -1.881 -0.150 1.587
H: -1.421 -1.936 -0.597
H: 1.090 -2.125 -0.840
H: 1.365 -0.196 1.664
H: 2.700 -1.000 0.345
H: 2.052 1.733 0.276
H: 2.322 0.939 -1.249
H: 0.192 0.589 0.773
N: -0.154 -0.310 -1.133

Computed properties:
* net charge: 0
* gap between HOMO and LUMO: 10.1767 eV
* highest occupied orbital energy: -9.00 eV

***

Stability, lowest: b